The following is a quantum chemistry calculation of a molecular structure, C64H160As2F12N10O14 in a non-equilibrium geometry, from the OMol25 dataset.

Last column: Löwdin charge in e.
CARTESIAN COORDINATES (ANGSTROEM)
C (14.125, 21.355, 26.537)  -0.0595
C (14.240, 20.164, 27.442)  -0.1485
N (13.687, 18.856, 26.804)  -0.2136
C (12.320, 19.144, 26.240)  0.0136
C (14.602, 18.298, 25.736)  -0.1767
C (14.187, 16.910, 25.265)  -0.0555
C (13.446, 17.871, 28.015)  -0.0697
C (14.634, 17.472, 28.825)  -0.2301
O (15.534, 16.693, 28.083)  -0.1948
C (16.552, 16.144, 28.859)  -0.0882
H (14.716, 22.193, 26.984)  0.1146
H (13.090, 21.752, 26.570)  0.0922
H (14.435, 21.222, 25.517)  0.0509
H (13.714, 20.238, 28.394)  0.1338
H (15.236, 19.924, 27.736)  0.1073
H (11.753, 19.810, 26.845)  0.1024
H (11.833, 18.177, 26.091)  0.1140
H (12.408, 19.695, 25.343)  0.0842
H (15.548, 18.234, 26.135)  0.0800
H (14.665, 18.968, 24.795)  0.1417
H (14.957, 16.767, 24.512)  0.0791
H (13.192, 16.991, 24.684)  0.0906
H (14.011, 16.124, 25.988)  0.0710
H (12.985, 16.924, 27.657)  0.1438
H (12.737, 18.393, 28.644)  0.1353
H (14.268, 16.951, 29.740)  0.1482
H (15.187, 18.362, 29.297)  0.1526
H (17.007, 15.315, 28.321)  0.0962
H (16.209, 15.791, 29.874)  0.1179
H (17.274, 16.916, 28.973)  0.0815
C (19.222, 15.416, 22.909)  -0.0265
C (19.078, 15.546, 21.413)  -0.2067
N (19.403, 16.872, 20.806)  -0.2300
C (19.362, 16.666, 19.295)  0.0454
C (18.371, 17.949, 21.205)  -0.1172
C (16.895, 17.415, 20.967)  -0.0144
C (20.712, 17.383, 21.317)  -0.0765
C (21.981, 16.714, 20.808)  -0.1904
O (22.066, 15.368, 21.181)  -0.2079
C (23.174, 14.654, 20.616)  -0.0473
H (18.756, 14.457, 23.126)  0.0916
H (18.551, 16.208, 23.354)  0.1027
H (20.208, 15.492, 23.279)  0.0722
H (18.129, 15.235, 20.969)  0.1074
H (19.791, 14.830, 21.030)  0.1192
H (20.196, 15.967, 19.072)  0.1086
H (19.540, 17.605, 18.772)  0.0965
H (18.462, 16.162, 18.973)  0.0975
H (18.586, 18.849, 20.649)  0.0826
H (18.519, 18.179, 22.230)  0.0656
H (16.688, 17.228, 19.945)  0.0605
H (16.157, 18.177, 21.255)  0.0591
H (16.690, 16.532, 21.587)  0.0776
H (20.519, 17.483, 22.371)  0.1300
H (20.851, 18.391, 21.039)  0.1169
H (22.896, 17.235, 21.150)  0.1494
H (21.923, 16.718, 19.709)  0.1182
H (23.200, 13.621, 20.882)  0.0907
H (24.046, 15.228, 20.875)  0.0877
H (23.125, 14.703, 19.525)  0.0882
C (21.965, 23.206, 25.193)  -0.0270
C (22.439, 23.781, 23.834)  -0.1334
N (21.944, 23.040, 22.607)  -0.2311
C (21.878, 21.546, 22.739)  0.0255
C (20.474, 23.434, 22.396)  -0.1811
C (20.032, 24.843, 22.206)  -0.0511
C (22.718, 23.438, 21.359)  -0.0793
C (24.106, 22.820, 21.221)  -0.1918
O (24.919, 23.136, 22.362)  -0.2413
C (26.308, 22.965, 22.223)  -0.0870
H (21.953, 24.071, 25.841)  0.0862
H (22.668, 22.479, 25.612)  0.0908
H (20.967, 22.762, 25.144)  0.0593
H (23.538, 23.736, 23.784)  0.1197
H (22.177, 24.831, 23.699)  0.1219
H (21.791, 21.198, 21.681)  0.1046
H (21.071, 21.240, 23.361)  0.0719
H (22.762, 21.182, 23.216)  0.1096
H (19.991, 22.960, 23.263)  0.0922
H (20.147, 22.806, 21.552)  0.1161
H (18.971, 24.877, 22.041)  0.0723
H (20.375, 25.420, 21.332)  0.0975
H (20.238, 25.498, 23.042)  0.0800
H (22.921, 24.521, 21.309)  0.1525
H (22.214, 23.119, 20.415)  0.1257
H (24.606, 23.191, 20.315)  0.1410
H (24.105, 21.755, 21.091)  0.1094
H (26.669, 23.280, 23.204)  0.0978
H (26.708, 23.689, 21.534)  0.0827
H (26.562, 21.868, 21.919)  0.1288
C (18.962, 10.570, 11.766)  -0.0477
C (18.251, 10.146, 13.027)  -0.1366
N (17.185, 11.157, 13.591)  -0.2279
C (17.879, 12.437, 13.893)  0.0148
C (16.085, 11.282, 12.537)  -0.1474
C (14.750, 11.899, 13.028)  -0.0389
C (16.532, 10.680, 14.953)  -0.0499
C (17.369, 9.762, 15.820)  -0.2054
O (18.598, 10.309, 16.184)  -0.2094
C (18.674, 11.077, 17.362)  -0.0966
H (19.553, 9.770, 11.356)  0.0985
H (19.650, 11.372, 11.994)  0.0789
H (18.277, 10.958, 11.049)  0.0687
H (19.003, 10.053, 13.812)  0.1203
H (17.719, 9.210, 12.969)  0.1282
H (18.639, 12.095, 14.614)  0.1124
H (17.248, 13.237, 14.281)  0.0973
H (18.345, 12.746, 12.975)  0.0892
H (15.870, 10.289, 12.093)  0.1480
H (16.500, 11.863, 11.764)  0.0990
H (14.994, 12.739, 13.680)  0.0588
H (14.101, 11.221, 13.546)  0.0752
H (14.345, 12.368, 12.135)  0.0920
H (15.579, 10.291, 14.659)  0.1122
H (16.319, 11.653, 15.473)  0.1021
H (17.482, 8.761, 15.358)  0.1370
H (16.862, 9.476, 16.781)  0.1433
H (18.225, 10.632, 18.251)  0.0839
H (18.160, 12.082, 17.281)  0.0891
H (19.772, 11.256, 17.440)  0.1089
C (15.769, 12.871, 20.924)  -0.0488
C (14.405, 12.701, 21.606)  -0.1134
N (13.331, 12.498, 20.535)  -0.2655
C (13.115, 13.733, 19.730)  0.0224
C (13.614, 11.389, 19.576)  -0.1837
C (14.196, 10.114, 20.131)  -0.0421
C (12.058, 12.174, 21.317)  -0.0855
C (11.552, 13.209, 22.220)  -0.2500
O (10.912, 14.164, 21.468)  -0.2168
C (9.923, 14.881, 22.163)  -0.0649
H (15.691, 13.584, 20.106)  0.0611
H (16.188, 11.938, 20.416)  0.0959
H (16.554, 13.283, 21.557)  0.0678
H (14.141, 13.657, 22.092)  0.1253
H (14.342, 11.819, 22.278)  0.1455
H (14.063, 13.970, 19.189)  0.0788
H (12.711, 14.468, 20.392)  0.0763
H (12.417, 13.483, 18.947)  0.1172
H (14.206, 11.866, 18.792)  0.1122
H (12.674, 11.138, 19.141)  0.1257
H (13.429, 9.688, 20.775)  0.0869
H (15.132, 10.170, 20.624)  0.0567
H (14.348, 9.517, 19.217)  0.1045
H (12.319, 11.207, 21.808)  0.1468
H (11.275, 11.954, 20.606)  0.1473
H (12.290, 13.639, 22.869)  0.1193
H (10.798, 12.688, 22.863)  0.1556
H (10.364, 15.581, 22.922)  0.1054
H (9.304, 14.115, 22.622)  0.0908
H (9.334, 15.427, 21.433)  0.0917
C (10.913, 20.705, 17.884)  -0.0259
C (11.951, 19.534, 17.846)  -0.1612
N (11.343, 18.189, 17.559)  -0.2315
C (10.468, 17.726, 18.702)  0.0299
C (10.519, 18.220, 16.228)  -0.1177
C (9.743, 16.903, 15.866)  -0.0366
C (12.528, 17.214, 17.392)  -0.0538
C (13.586, 17.695, 16.382)  -0.1922
O (14.611, 18.447, 16.995)  -0.1994
C (15.793, 18.360, 16.283)  -0.1307
H (10.356, 20.657, 16.979)  0.0498
H (11.540, 21.607, 17.756)  0.0933
H (10.216, 20.670, 18.700)  0.0813
H (12.542, 19.533, 18.796)  0.1218
H (12.613, 19.753, 17.042)  0.0983
H (9.547, 18.302, 18.602)  0.1098
H (10.900, 17.790, 19.702)  0.0840
H (10.220, 16.670, 18.491)  0.1085
H (11.208, 18.535, 15.450)  0.1157
H (9.848, 19.052, 16.336)  0.0987
H (8.812, 16.883, 16.441)  0.0775
H (10.278, 15.952, 16.120)  0.0861
H (9.434, 17.011, 14.814)  0.0950
H (12.146, 16.252, 17.090)  0.1179
H (12.997, 17.102, 18.339)  0.0969
H (13.141, 18.323, 15.617)  0.1134
H (14.077, 16.854, 15.895)  0.1070
H (16.386, 19.302, 16.487)  0.0972
H (15.681, 18.356, 15.174)  0.0992
H (16.336, 17.429, 16.549)  0.0893
C (20.099, 21.516, 11.679)  -0.0409
C (21.312, 20.902, 12.453)  -0.1313
N (20.854, 19.837, 13.452)  -0.2571
C (19.750, 20.405, 14.210)  -0.0452
C (20.460, 18.528, 12.774)  -0.1157
C (19.821, 17.529, 13.775)  -0.0533
C (22.063, 19.660, 14.399)  -0.0824
C (23.365, 19.329, 13.739)  -0.1847
O (23.212, 18.009, 13.184)  -0.2227
C (24.484, 17.449, 12.938)  -0.0813
H (19.227, 21.745, 12.286)  0.0731
H (19.840, 20.923, 10.819)  0.0761
H (20.568, 22.383, 11.246)  0.0870
H (21.745, 21.703, 13.008)  0.1252
H (22.001, 20.473, 11.694)  0.1464
H (18.781, 20.317, 13.741)  0.1141
H (20.038, 21.367, 14.659)  0.1183
H (19.746, 19.806, 15.131)  0.0873
H (21.294, 18.079, 12.276)  0.1116
H (19.642, 18.796, 12.073)  0.1395
H (18.965, 17.881, 14.306)  0.0539
H (20.547, 17.074, 14.467)  0.0817
H (19.538, 16.614, 13.204)  0.0964
H (21.862, 18.791, 15.040)  0.1352
H (22.133, 20.561, 14.983)  0.1222
H (24.127, 19.265, 14.598)  0.1654
H (23.724, 20.000, 12.939)  0.1332
H (24.982, 17.280, 13.876)  0.0902
H (25.033, 18.026, 12.231)  0.0893
H (24.371, 16.478, 12.457)  0.0994
C (13.641, 21.470, 22.352)  -0.0575
C (13.665, 21.729, 20.877)  -0.1182
N (15.095, 22.053, 20.337)  -0.1815
C (15.952, 20.824, 20.671)  0.0284
C (14.876, 22.192, 18.846)  -0.1611
C (16.068, 22.620, 18.011)  -0.0411
C (15.765, 23.269, 20.946)  -0.0855
C (14.836, 24.403, 21.168)  -0.2045
O (14.139, 24.744, 19.989)  -0.2296
C (13.725, 26.106, 19.912)  -0.0606
H (12.553, 21.497, 22.645)  0.1220
H (14.213, 22.191, 22.922)  0.0631
H (13.916, 20.509, 22.705)  0.0562
H (13.130, 22.578, 20.621)  0.0976
H (13.318, 20.871, 20.302)  0.1165
H (16.901, 20.765, 20.198)  0.0802
H (15.411, 19.920, 20.406)  0.0975
H (16.066, 20.838, 21.744)  0.0521
H (14.167, 22.993, 18.748)  0.1109
H (14.455, 21.321, 18.504)  0.0851
H (16.972, 22.117, 18.252)  0.0278
H (16.339, 23.689, 18.244)  0.1007
H (15.885, 22.636, 16.926)  0.1014
H (16.686, 23.486, 20.413)  0.1373
H (16.059, 23.052, 21.974)  0.1196
H (15.448, 25.275, 21.470)  0.1483
H (14.111, 24.118, 21.950)  0.1326
H (12.996, 26.233, 19.082)  0.1087
H (14.644, 26.719, 19.871)  0.1003
H (13.199, 26.375, 20.848)  0.0981
N (12.582, 17.279, 21.674)  -0.6500
O (12.959, 16.290, 22.193)  0.0014
O (11.868, 18.118, 22.221)  -0.0384
O (12.961, 17.572, 20.512)  -0.0987
N (15.292, 14.175, 16.595)  -0.6661
O (15.049, 14.969, 17.485)  -0.0319
O (15.504, 13.010, 16.873)  -0.0450
O (15.294, 14.532, 15.452)  -0.0045
As (20.221, 21.151, 18.299)  0.7999
F (20.676, 19.569, 17.717)  -0.2675
F (19.395, 20.411, 19.613)  -0.2481
F (19.837, 22.744, 18.911)  -0.2433
F (21.055, 21.784, 16.858)  -0.2654
F (18.810, 21.133, 17.348)  -0.2363
F (21.786, 21.173, 19.315)  -0.3040
As (17.817, 20.412, 24.180)  0.7291
F (17.243, 20.263, 25.747)  -0.1911
F (16.755, 19.127, 23.696)  -0.2387
F (18.444, 20.616, 22.544)  -0.2520
F (18.800, 21.739, 24.576)  -0.2185
F (19.083, 19.290, 24.555)  -0.2339
F (16.463, 21.495, 23.676)  -0.2824

Output
charge: +4
calculated total energy: -266777.9062 eV
HOMO energy: -14.755 eV